The following is a DFT calculation (ωB97M-V with the def2-TZVPD basis set) of a 2-piece molecular cluster, C4H14N2O overall at a distorted geometry.

```
21
Properties=species:S:1:pos:R:3:forces:R:3
N 0.8028 0.2001 0.9583 -0.49 0.65 0.28
C -1.4279 1.8767 -0.1970 -0.65 0.17 0.18
C -0.1603 1.4617 -0.9130 0.00 -0.31 0.40
C 0.3884 0.1249 -0.4334 1.32 -0.32 0.21
C 1.6121 -0.2627 -1.3235 -1.51 -0.75 0.89
N 2.3212 -1.4531 -0.9049 0.86 0.21 -0.56
H 0.2459 -0.3287 1.6101 -0.08 -0.17 0.00
H 1.7811 0.1072 1.1554 0.16 -0.21 -0.14
H -2.1459 1.0630 -0.1161 -0.10 -0.17 -0.18
H -1.2690 2.1939 0.8341 0.36 -0.07 -0.01
H -1.9257 2.7153 -0.6903 0.01 0.00 -0.12
H 0.6093 2.1955 -0.6566 0.12 0.10 -0.46
H -0.3070 1.3931 -1.9975 -0.02 0.27 0.04
H -0.3283 -0.6866 -0.5297 -0.42 0.04 -0.08
H 1.1776 -0.5012 -2.2926 0.33 0.51 -0.43
H 2.2704 0.5935 -1.3141 0.43 0.18 -0.46
H 1.7483 -2.2779 -0.8346 -0.14 0.07 0.32
H 2.9126 -1.3126 -0.1014 -0.28 -0.22 0.16
H -3.0281 -1.9819 1.8720 -0.57 0.06 0.59
H -2.8181 -2.6494 3.3817 -0.67 0.47 -0.49
O -2.4592 -2.4708 2.4930 1.33 -0.50 -0.15
```
Forces are in eV/Å.

The value obtained for the HOMO energy (alpha / beta) is 1.1 / -5.8 eV. The spin multiplicity is 2. Its energy above the lowest of the compared OMol25 structures with the same formula, charge and spin is 0.280 eV. Its gap between HOMO and LUMO (alpha / beta) is 0.0923 / 0.3433 Eh. The net charge is -1. For the LUMO energy (alpha / beta), the calculation gives 3.60 / 3.54 eV.

The natural (NBO) scheme yields these atomic charges, measured in e: number 1, N, carries -0.891; number 2, C, carries -0.684; number 3, C, carries -0.409; number 4, C, carries -0.122; number 5, C, carries -0.219; number 6, N, carries -0.863; number 7, H, carries 0.384; number 8, H, carries 0.346; number 9, H, carries 0.187; number 10, H, carries 0.212; number 11, H, carries 0.187; number 12, H, carries 0.187; number 13, H, carries 0.183; number 14, H, carries 0.175; number 15, H, carries 0.182; number 16, H, carries 0.175; number 17, H, carries 0.362; number 18, H, carries 0.351; number 19, H, carries 0.313; number 20, H, carries 0.364; number 21, O, carries -1.420